Record 1
C2H4N2S | ωB97M-V/def2-TZVPD

The geometry in XYZ format:
```
9
Properties=species:S:1:pos:R:3:forces:R:3
C -1.6165 -0.5994 0.2987 4.47 2.87 0.15
C 1.0359 -0.5805 -0.1188 -2.33 -0.86 -0.91
N -2.7232 -0.8629 0.2593 -1.87 -0.71 -0.05
N 0.0702 0.4410 0.5324 -0.85 -2.78 -1.69
S 0.1613 1.8472 -0.4349 -1.31 -0.34 0.68
H 1.0746 -0.6978 -1.2410 -0.78 0.56 1.05
H 2.0198 -0.4720 0.1431 2.45 1.40 1.12
H 0.8148 -1.5549 0.2972 -0.53 -0.09 -0.01
H -0.8370 2.4795 0.2640 0.75 -0.06 -0.33
```
Positions in Å, forces in eV/Å.

Results
- Total charge: 0
- LUMO energy: -1.403 eV
- 2S+1: 1

---

Record 2
Cu3F3 | ωB97M-V/def2-TZVPD

The geometry in XYZ format:
```
6
Properties=species:S:1:pos:R:3:forces:R:3
Cu 1.4536 -1.8893 0.1318 -1.28 1.49 2.05
Cu -0.5557 0.3123 -2.2695 -0.65 1.62 0.28
Cu -0.3680 0.6560 1.8538 1.19 -2.05 -0.81
F -1.4062 2.1375 -1.4143 0.56 -1.22 -0.41
F 0.4900 -1.3506 1.9846 0.17 1.44 -2.03
F 0.3862 0.1341 -0.2865 0.01 -1.28 0.92
```
Positions in Å, forces in eV/Å.

Results
- Total charge: +3
- LUMO energy (alpha / beta): -16.496 / -19.876 eV
- 2S+1: 4

---

Record 3
C32H51N9PSe2Tc | ωB97M-V/def2-TZVPD

The geometry in XYZ format:
```
96
Properties=species:S:1:pos:R:3:forces:R:3
Tc 1.5949 1.0817 0.8062 -0.07 0.13 0.12
Se 2.0468 4.0912 0.0494 -0.06 0.00 -0.04
Se 3.7482 2.7797 1.0383 0.11 0.02 0.06
C 4.0905 1.5942 -0.4526 0.03 -0.04 -0.09
C 5.2101 1.6646 -1.2467 -0.03 0.02 0.05
C 5.3323 0.7207 -2.2668 0.01 -0.02 -0.02
C 4.3359 -0.2237 -2.4481 0.00 -0.01 0.00
C 3.2370 -0.2214 -1.6034 0.03 0.00 -0.01
N 3.1309 0.6669 -0.6119 0.04 -0.05 0.04
C 0.7144 3.8327 1.4264 -0.02 0.07 -0.02
C 0.0676 4.9332 1.9490 -0.02 0.00 0.03
C -0.9525 4.7209 2.8734 0.01 -0.05 0.00
C -1.2654 3.4250 3.2546 0.04 0.03 -0.04
C -0.5590 2.3751 2.6933 -0.02 0.05 0.02
N 0.4038 2.5759 1.7846 -0.04 -0.06 0.02
H 5.9619 2.4243 -1.0830 0.00 0.00 0.00
H 6.1987 0.7363 -2.9151 0.00 0.00 0.00
H 4.4024 -0.9593 -3.2373 0.00 0.00 0.00
H 2.4253 -0.9282 -1.7068 0.00 0.01 0.00
H 0.3586 5.9323 1.6551 0.00 0.00 0.00
H -1.4792 5.5643 3.3002 0.00 0.00 0.00
H -2.0397 3.2248 3.9814 0.00 0.00 0.00
H -0.7528 1.3452 2.9605 0.00 0.00 0.00
N 0.2782 0.3088 -0.1356 0.01 0.03 -0.21
P -1.0147 0.1278 -1.1300 0.05 0.03 0.00
N -0.5933 -0.8175 -2.3918 0.07 0.07 0.13
C -0.0424 -2.1516 -2.0762 0.04 -0.01 0.03
C 0.6506 -2.7421 -3.2955 -0.03 0.02 0.01
C -0.3345 -2.9296 -4.4647 0.01 -0.01 -0.02
C -1.5414 -1.9975 -4.3287 0.00 0.01 -0.01
C -1.1089 -0.6496 -3.7763 -0.02 -0.02 -0.01
N -2.1701 -0.5744 -0.2314 -0.03 -0.04 -0.07
C -3.3560 -1.1281 -0.9184 -0.06 -0.02 0.05
C -3.5820 -2.5835 -0.4940 -0.01 0.03 -0.05
C -3.1086 -2.8055 0.9484 0.00 -0.02 0.02
C -3.2702 -1.5210 1.7516 0.04 0.04 0.03
C -2.3059 -0.4505 1.2277 -0.06 -0.04 0.02
N -1.5187 1.5472 -1.7599 0.15 0.01 -0.01
C -2.4758 2.3833 -1.0133 -0.01 -0.01 -0.04
C -3.2968 3.2303 -1.9767 0.01 -0.02 0.04
C -2.3913 4.0698 -2.8707 0.00 0.02 0.02
C -1.3904 3.1808 -3.5989 0.04 0.02 -0.04
C -0.6030 2.3326 -2.6121 -0.10 -0.05 0.01
H -0.8380 -2.8201 -1.7314 -0.01 -0.02 0.00
H 0.6666 -2.0501 -1.2469 -0.04 -0.01 -0.03
H 1.1075 -3.6919 -3.0172 0.01 0.00 0.00
H 1.4665 -2.0752 -3.5908 -0.01 0.02 -0.02
H -0.6693 -3.9648 -4.5198 -0.01 0.00 0.02
H 0.1791 -2.7206 -5.4035 0.00 -0.03 0.00
H -2.2971 -2.4307 -3.6671 0.00 -0.01 -0.01
H -2.0236 -1.8530 -5.2950 0.00 0.01 0.00
H -1.9349 0.0577 -3.7592 -0.02 0.02 0.00
H -0.3217 -0.2295 -4.4098 -0.01 0.02 0.01
H -3.2179 -1.0428 -1.9962 0.00 -0.01 0.01
H -4.2205 -0.5066 -0.6692 0.00 -0.01 0.00
H -3.0650 -3.2626 -1.1741 0.00 0.00 0.01
H -4.6452 -2.8099 -0.5837 0.00 0.02 0.01
H -2.0532 -3.1006 0.9552 0.01 0.01 0.00
H -3.6618 -3.6227 1.4084 0.00 0.00 0.00
H -3.0750 -1.6789 2.8130 0.00 -0.01 -0.01
H -4.3018 -1.1705 1.6793 0.00 0.01 -0.01
H -1.3177 -0.5946 1.6720 0.02 -0.03 0.00
H -2.6585 0.5498 1.5052 -0.01 0.01 0.00
H -1.9210 3.0376 -0.3221 -0.01 0.01 0.01
H -3.1212 1.7354 -0.4221 -0.01 0.02 0.00
H -3.9730 3.8636 -1.4010 0.00 0.01 0.00
H -3.9172 2.5698 -2.5880 0.00 -0.01 0.00
H -1.8524 4.8029 -2.2587 0.00 0.00 0.00
H -2.9851 4.6378 -3.5855 0.00 0.00 0.00
H -0.6901 3.7768 -4.1865 -0.02 0.01 0.00
H -1.9183 2.5274 -4.2974 0.00 -0.04 -0.01
H 0.0080 2.9849 -1.9721 -0.01 0.00 0.04
H 0.0764 1.6546 -3.1281 0.01 -0.03 0.00
C 0.9226 -3.9201 2.9565 0.00 -0.01 -0.02
C 1.1132 -3.4174 1.5427 0.01 0.02 0.00
N 1.3263 -1.9671 1.5698 -0.01 0.02 0.01
C 1.8269 -1.2897 2.6116 0.06 0.01 0.00
N 1.9683 0.0683 2.4903 -0.03 -0.15 -0.10
C 2.5765 0.8138 3.6120 -0.06 0.09 0.00
C 2.2754 0.1548 4.9395 0.05 0.00 0.00
C 2.7723 -1.2685 4.8767 -0.03 -0.01 -0.01
N 2.1826 -1.9442 3.7127 0.00 0.00 0.06
C 2.0695 -3.4127 3.8035 0.02 0.01 0.00
H 0.9096 -5.0084 2.9727 0.00 0.00 0.00
H -0.0279 -3.5669 3.3620 0.00 0.00 0.00
H 0.2387 -3.6079 0.9229 -0.02 -0.01 0.01
H 1.9705 -3.9051 1.0743 0.01 0.01 -0.01
H 0.9315 -1.4092 0.8236 -0.02 0.00 0.02
H 2.1804 1.8303 3.5960 0.03 -0.03 0.00
H 3.6585 0.8779 3.4640 0.01 -0.01 0.02
H 1.2024 0.1702 5.1430 -0.01 0.01 -0.01
H 2.7759 0.6960 5.7413 0.00 -0.01 0.00
H 2.4746 -1.8281 5.7609 -0.01 0.00 0.00
H 3.8624 -1.3095 4.8103 0.00 0.01 0.01
H 1.9123 -3.6527 4.8527 0.00 -0.01 0.00
H 3.0175 -3.8632 3.4989 -0.01 0.00 0.00
```
Positions in Å, forces in eV/Å.

Results
- Total charge: +3
- LUMO energy (alpha / beta): -9.386 / -9.375 eV
- 2S+1: 4

---

Record 4
C8H24B2O28 | ωB97M-V/def2-TZVPD

The geometry in XYZ format:
```
62
Properties=species:S:1:pos:R:3:forces:R:3
O 2.4838 0.3971 -3.2254 -0.08 -0.18 -0.05
C 2.7908 -0.5551 -2.5669 0.23 1.23 -0.34
O 1.9721 -1.4202 -2.0193 -0.56 -0.60 0.31
B 2.7239 -2.3983 -1.2433 0.96 -0.70 -0.63
O 4.1580 -2.0206 -1.4501 -0.38 -0.65 0.28
C 4.2219 -0.9004 -2.1353 0.25 0.28 0.24
O 5.1978 -0.2288 -2.3106 0.03 -0.13 -0.29
O 2.4219 -3.7931 -1.6794 0.22 0.78 0.51
C 1.9437 -4.4649 -0.6388 -0.41 -0.41 -0.69
O 1.5259 -5.5837 -0.7004 0.12 -0.20 0.43
C 1.9322 -3.5227 0.5936 -0.59 -1.24 -0.35
O 2.4507 -2.4069 0.1953 -0.06 1.43 0.55
O 1.4632 -3.7954 1.6680 0.29 0.33 0.11
O -1.1285 -2.3507 -0.4644 0.13 0.45 -0.33
C -0.7552 -1.3442 0.0671 0.72 0.47 0.52
O -0.1820 -0.2945 -0.4964 -0.62 0.38 -0.06
B 0.1710 0.6975 0.5419 0.41 -0.07 0.55
O -0.3122 0.1475 1.8272 -0.37 -0.08 -0.49
C -0.8041 -1.0602 1.5939 -0.40 -0.15 -0.54
O -1.2870 -1.8288 2.3635 0.02 -0.05 0.59
O 1.6200 0.8500 0.6195 0.27 0.35 -0.39
C 1.9949 2.0436 0.1830 0.02 -1.12 0.35
O 3.1319 2.3741 0.0265 -0.15 0.79 -0.07
C 0.6933 2.8491 -0.0276 0.20 0.67 -0.38
O -0.3233 2.0955 0.2830 -0.38 -1.11 0.04
O 0.6059 3.9833 -0.4303 0.20 0.15 0.32
O 2.4291 6.6850 0.9335 -0.05 0.04 0.20
H 1.5211 6.9999 0.9541 0.02 -0.04 -0.05
H 2.3672 5.7560 1.1869 0.07 0.01 -0.21
O -2.9466 3.4987 -1.3825 -0.07 -0.17 -0.14
H -2.4483 3.7852 -0.6074 0.01 0.07 -0.09
H -2.8112 4.2038 -2.0225 0.08 0.06 0.11
O -1.7261 5.7604 0.3153 0.18 0.10 0.24
H -0.8282 5.4175 0.4385 -0.07 -0.17 -0.32
H -1.6192 6.7139 0.2495 -0.06 -0.05 -0.04
O -1.1898 -0.7240 -3.5108 -0.30 -0.40 0.08
H -0.6242 -0.8999 -2.7464 0.23 0.15 -0.06
H -1.7415 0.0138 -3.2353 0.11 0.04 0.05
O -3.0995 -3.1109 -2.9594 -0.11 -0.08 -0.19
H -2.3931 -2.4698 -3.1218 0.11 0.23 -0.06
H -2.6375 -3.9369 -2.7796 -0.04 0.09 0.21
O -0.2189 2.6003 -3.3449 -0.14 0.08 -0.06
H -1.1696 2.4540 -3.3118 0.02 0.03 0.13
H 0.0324 2.7111 -2.4215 -0.02 0.08 -0.15
O 0.8566 -2.4849 4.5509 0.24 -0.03 0.11
H 0.0872 -3.0507 4.4370 -0.03 0.12 -0.15
H 1.2981 -2.5104 3.6908 -0.15 -0.14 0.01
O -3.9030 -1.9438 3.5901 -0.07 -0.10 -0.11
H -4.6211 -1.9000 2.9507 0.06 -0.06 -0.01
H -3.1502 -2.2824 3.0824 -0.05 0.11 0.10
O 5.3916 1.8298 1.6883 -0.13 0.17 0.22
H 4.5718 2.1432 1.2693 0.33 -0.26 -0.11
H 5.2475 0.8874 1.8156 -0.04 0.02 -0.11
O -4.4833 -2.2633 -0.4587 -0.30 0.19 -0.18
H -3.9886 -1.4800 -0.2025 0.06 -0.06 -0.02
H -4.2656 -2.3931 -1.3975 0.26 -0.20 0.23
O -3.1246 1.7735 3.0210 -0.03 0.12 -0.08
H -2.7382 2.6396 2.8565 0.02 -0.07 -0.05
H -2.5828 1.1671 2.5027 0.05 -0.02 0.18
O -1.6953 -4.5701 0.9773 0.14 0.31 0.08
H -1.1232 -4.8122 1.7122 0.09 0.04 -0.12
H -1.3836 -3.6768 0.7055 -0.44 -0.87 0.15
```
Positions in Å, forces in eV/Å.

Results
- Total charge: -2
- LUMO energy: 3.421 eV
- 2S+1: 1

---

- What is the formula in the third record?
  C32H51N9PSe2Tc